54
Properties=species:S:1:pos:R:3:forces:R:3:nbo_charge:R:1 method="wB97M-V/def2-TZVPD" orbital_gap_ev="7.640 / 7.619" e_homo_ev="-7.286 / -7.265" fmax_ev_per_a=2.893 multiplicity=4 total_charge=0
O 0.6854 -0.1843 -2.5534 0.125 0.762 -2.788 -0.547
C 0.6572 1.0065 -3.4790 0.493 0.236 0.826 -0.064
C 0.5076 0.1752 -4.7385 0.058 -0.152 0.654 -0.469
H 1.5687 1.6245 -3.4768 -0.256 -0.293 0.577 0.193
H -0.2197 1.6160 -3.2337 0.202 0.056 -0.049 0.177
C 0.5273 -1.0059 -3.7542 0.014 -0.684 -0.912 0.268
H 1.3726 0.1031 -5.3975 -0.138 0.490 -0.052 0.213
H -0.4099 0.3912 -5.2864 0.085 -0.346 -0.019 0.213
C 1.7845 -1.8153 -3.9119 0.205 -0.438 -0.289 -0.622
H 2.6587 -1.1821 -3.7465 -0.041 -0.119 0.138 0.220
H 1.8490 -2.1949 -4.9370 -0.025 -0.137 0.112 0.207
H 1.7780 -2.6655 -3.2217 0.210 0.163 -0.020 0.216
C -0.6972 -1.8859 -3.8957 -0.113 -0.310 0.297 -0.630
H -1.6522 -1.3791 -3.7313 0.188 0.094 0.189 0.215
H -0.6167 -2.7665 -3.2537 -0.217 0.071 0.098 0.213
H -0.7227 -2.2486 -4.9308 0.096 0.046 0.151 0.220
Er 0.0093 -0.3788 2.0041 -0.091 0.720 0.071 1.429
C -1.7419 -0.7779 3.8553 -0.540 0.953 0.104 -0.342
C -1.5459 0.6287 3.7470 -0.639 -0.409 -0.062 -0.266
C -2.0209 1.0603 2.4789 -0.805 -0.656 0.202 -0.403
H -1.1523 1.2807 4.5168 0.069 -0.157 -0.200 0.251
C -2.5873 -0.0953 1.8279 0.147 0.282 0.600 -0.328
C -2.3902 -1.2263 2.6704 -0.096 0.494 -0.124 -0.334
H -2.7350 -2.2422 2.4789 0.168 0.364 -0.026 0.237
H -1.5470 -1.3494 4.7608 0.056 0.033 -0.458 0.237
H -2.0297 2.0930 2.1231 0.062 -0.502 0.315 0.243
H -3.1396 -0.1030 0.8886 0.284 0.000 0.201 0.230
C 1.0168 -1.9335 3.6950 0.751 -0.565 -0.206 -0.359
C 0.3133 -2.7947 2.8107 0.749 -0.355 0.048 -0.327
C 0.9836 -2.7890 1.5568 0.255 0.089 0.363 -0.333
H -0.4990 -3.4498 3.1051 -0.042 0.312 -0.234 0.238
C 2.1250 -1.9355 1.6722 -0.194 -0.080 0.722 -0.354
C 2.1405 -1.4112 3.0015 -0.200 -0.756 -0.557 -0.304
H 2.8785 -0.7368 3.4063 -0.014 -0.017 -0.027 0.245
H 0.8112 -1.7717 4.7464 -0.094 0.040 -0.231 0.244
H 0.7267 -3.3950 0.6896 0.011 0.218 0.226 0.234
H 2.9296 -1.8189 0.9543 -0.348 0.179 -0.069 0.243
O 0.7108 1.3284 -0.3231 -1.686 -0.715 0.974 -0.524
C -0.6649 0.8824 -0.5727 -0.299 -0.722 -1.635 -0.092
C -1.6208 2.0697 -0.5976 -0.547 0.082 0.987 -0.441
H -1.0518 -0.0164 0.0332 0.755 1.201 -0.510 0.167
H -0.6444 0.4812 -1.6150 -0.239 0.103 1.505 0.253
C -0.6812 3.2858 -0.5804 0.006 0.349 -1.163 -0.439
H -2.2904 2.1811 0.2673 0.326 -0.523 -0.268 0.223
H -2.3155 1.9568 -1.4588 0.731 0.434 0.276 0.216
C 0.7466 2.7626 -0.2673 -0.047 0.493 0.133 -0.072
H -1.0027 4.0376 0.1357 0.038 -0.075 0.150 0.228
H -0.7551 3.7685 -1.5724 0.463 -0.082 0.399 0.209
H 1.0842 3.0808 0.7488 -0.204 -0.217 -0.782 0.207
H 1.4735 3.0929 -1.0392 -0.335 -0.105 0.557 0.184
Cl 0.7551 2.9619 3.6179 -0.881 2.139 0.226 -0.088
C 1.1589 1.3595 3.1756 0.843 -1.937 -0.520 -0.939
H 2.0151 1.4344 2.4909 0.350 -0.033 0.357 0.197
H 1.4663 0.8905 4.1152 0.347 -0.019 -0.253 0.208

---

54
Properties=species:S:1:pos:R:3:forces:R:3:nbo_charge:R:1 method="wB97M-V/def2-TZVPD" de_lowest_kcal_mol=0.0 orbital_gap_ev="7.183 / 7.163" e_homo_ev="-6.912 / -6.892" fmax_ev_per_a=2.556 multiplicity=6 total_charge=0
O 3.4789 0.0906 -0.9557 2.130 -0.618 -1.272 -0.568
C 3.8298 -0.7036 -2.1442 -0.503 -0.343 -0.846 -0.066
C 5.3307 -0.7099 -1.9281 -0.669 0.347 0.477 -0.473
H 3.5291 -0.1795 -3.0549 -0.210 -0.210 0.105 0.189
H 3.4463 -1.7325 -2.1326 -0.380 0.424 0.136 0.180
C 4.9127 0.0745 -0.6558 1.422 0.309 0.629 0.277
H 5.8789 -0.1445 -2.6890 0.067 -0.196 0.369 0.216
H 5.7382 -1.7176 -1.7483 0.047 0.600 -0.094 0.213
C 5.4954 1.4750 -0.5770 -0.156 0.004 0.232 -0.624
H 5.2537 2.0486 -1.4796 0.088 -0.116 0.171 0.217
H 6.5890 1.4144 -0.4594 -0.352 0.052 -0.067 0.217
H 5.0761 1.9945 0.2954 0.119 -0.001 -0.211 0.216
C 5.1725 -0.7260 0.6019 0.032 0.081 0.261 -0.628
H 4.7194 -1.7235 0.5177 0.089 0.242 0.109 0.212
H 4.7541 -0.1941 1.4648 0.005 -0.229 -0.049 0.215
H 6.2544 -0.8434 0.7631 -0.290 0.020 -0.062 0.218
Sm -2.7087 0.3473 0.6280 -0.729 -0.788 -1.024 1.324
C -4.2602 -1.1083 2.2176 0.432 -0.788 -0.269 -0.320
C -4.6044 -1.5242 0.8975 0.372 -0.364 0.386 -0.316
C -3.4898 -2.2318 0.3534 -0.044 -0.259 0.554 -0.323
H -5.5718 -1.3683 0.4148 0.470 -0.066 0.139 0.242
C -2.4467 -2.2376 1.3283 -0.795 -0.010 0.145 -0.349
C -2.9179 -1.5345 2.4842 -0.667 -0.422 -0.524 -0.351
H -2.3849 -1.4203 3.4213 -0.048 0.062 -0.162 0.232
H -4.9364 -0.6259 2.9205 0.313 0.005 -0.236 0.234
H -3.4775 -2.7724 -0.5956 0.062 0.456 0.331 0.244
H -1.5036 -2.7783 1.2453 -0.231 0.243 0.001 0.226
C -4.0477 2.0613 2.0144 0.770 0.592 0.235 -0.336
C -2.9649 1.6524 2.8545 0.071 0.851 -0.237 -0.309
C -1.7451 2.1178 2.2726 -0.718 0.410 -0.028 -0.353
H -3.0540 1.1019 3.7874 0.035 0.107 -0.302 0.236
C -2.0773 2.8305 1.0713 -0.448 0.209 0.561 -0.361
C -3.4988 2.8054 0.9260 0.369 0.125 0.432 -0.287
H -4.0688 3.2496 0.1093 0.245 -0.170 0.347 0.244
H -5.1036 1.8515 2.1757 0.343 0.053 -0.060 0.243
H -0.7486 2.0097 2.7019 -0.318 -0.035 -0.168 0.233
H -1.3691 3.3295 0.4061 -0.290 -0.231 0.221 0.238
O -0.8332 0.2160 -0.8141 0.757 -0.328 0.144 -0.564
C 0.1449 -0.1311 0.2386 0.468 0.517 -0.239 -0.079
C 1.1033 -1.1019 -0.4259 -0.268 -0.671 -0.109 -0.432
H -0.3339 -0.5992 1.1300 -0.074 0.257 -0.593 0.211
H 0.6297 0.8058 0.5764 -0.209 -0.393 -0.318 0.203
C 1.0129 -0.7047 -1.9225 0.235 0.397 0.656 -0.442
H 0.7100 -2.1214 -0.2445 0.236 0.314 -0.335 0.202
H 2.1322 -1.0267 -0.0498 -0.700 -0.080 -0.030 0.266
C -0.4357 -0.3681 -2.1025 -0.600 -0.396 0.297 -0.051
H 1.4049 -1.4619 -2.6005 -0.365 0.018 0.027 0.227
H 1.5813 0.2197 -2.0661 -0.029 -0.239 0.043 0.222
H -1.0364 -1.2728 -2.2721 -0.062 0.338 0.037 0.193
H -0.6416 0.3688 -2.8865 -0.032 -0.147 0.302 0.210
Cl -4.1223 -0.4309 -2.3175 0.319 -1.629 -1.684 -0.069
C -4.3216 0.8524 -1.2031 -0.221 1.539 1.907 -0.899
H -5.3341 0.7765 -0.7630 0.313 0.420 -0.503 0.203
H -4.1400 1.8012 -1.7296 -0.405 -0.266 0.169 0.199

---

60
Properties=species:S:1:pos:R:3:forces:R:3:nbo_charge:R:1 method="wB97M-V/def2-TZVPD" de_lowest_kcal_mol=0.0 orbital_gap_ev="7.505 / 5.474" e_homo_ev="-6.926 / -6.859" fmax_ev_per_a=0.921 multiplicity=2 total_charge=0
Cu 0.9445 -0.1483 -0.5201 -0.175 -0.055 -0.473 0.819
C 2.1871 0.7715 2.7129 -0.096 -0.119 0.084 -0.248
O 2.6059 0.7775 1.3676 0.004 0.168 -0.172 -0.543
C 3.8803 0.2241 1.1358 0.005 -0.048 0.060 -0.082
C 3.8484 -1.2846 1.1358 0.079 -0.074 0.020 -0.088
O 2.9968 -1.7231 0.0994 -0.018 0.073 0.040 -0.542
C 2.8155 -3.1235 0.1363 -0.024 0.025 0.015 -0.088
C 1.8040 -3.5251 -0.9097 -0.063 -0.144 -0.067 -0.082
O 0.5105 -3.0232 -0.6723 0.057 -0.027 0.007 -0.535
C -0.1821 -3.6653 0.3719 -0.059 -0.046 0.119 -0.248
H 2.9485 1.2173 3.3630 0.018 0.007 -0.022 0.165
H 1.9557 -0.2401 3.0624 0.002 0.029 0.017 0.170
H 1.2759 1.3649 2.7594 0.005 -0.005 -0.013 0.203
H 4.6010 0.5722 1.8880 -0.020 0.000 -0.019 0.173
H 4.1959 0.5893 0.1571 -0.007 -0.036 -0.024 0.205
H 3.4812 -1.6643 2.1002 0.029 0.030 -0.027 0.169
H 4.8657 -1.6780 0.9893 -0.054 0.033 0.010 0.174
H 2.4825 -3.4213 1.1401 -0.006 -0.025 -0.048 0.170
H 3.7665 -3.6396 -0.0600 -0.027 0.042 -0.026 0.174
H 1.7913 -4.6234 -0.9718 -0.037 0.023 -0.001 0.169
H 2.1008 -3.1335 -1.8848 0.071 0.037 0.044 0.206
H -0.2601 -4.7449 0.1888 0.025 0.019 -0.023 0.162
H -1.1800 -3.2327 0.4072 0.017 -0.002 -0.033 0.210
H 0.2920 -3.5027 1.3447 0.010 0.011 0.009 0.163
I 1.4815 2.7490 -0.9991 0.213 -0.003 0.289 0.167
C -0.1536 2.5575 -2.2635 -0.188 -0.303 -0.228 -0.127
C -0.7697 3.7181 -2.6339 -0.097 0.056 -0.129 -0.272
C -1.7995 3.6967 -3.6002 0.135 0.061 0.139 -0.221
C -2.1178 2.5228 -4.2070 -0.001 -0.114 -0.029 -0.199
C -1.4806 1.3110 -3.8370 -0.113 0.068 -0.068 0.012
C -1.8135 0.1119 -4.5110 0.069 -0.191 0.104 -0.230
C -1.2441 -1.0629 -4.1168 -0.119 0.136 -0.223 -0.231
C -0.3855 -1.0951 -2.9992 0.136 -0.136 0.148 -0.278
C 0.0224 0.0291 -2.2876 -0.206 0.339 -0.041 -0.474
C -0.5277 1.2745 -2.7855 0.388 0.260 0.195 -0.173
H -0.4400 4.6607 -2.2195 -0.020 0.032 0.011 0.220
H -2.2917 4.6183 -3.8781 -0.017 0.038 -0.009 0.213
H -2.8689 2.4944 -4.9868 -0.014 -0.024 -0.031 0.206
H -2.5225 0.1437 -5.3279 -0.030 0.030 -0.041 0.207
H -1.4899 -1.9825 -4.6334 0.008 -0.046 0.005 0.209
H -0.0537 -2.0672 -2.6622 0.012 -0.049 0.031 0.218
C -1.8628 3.9261 1.0847 -0.091 0.084 -0.035 -0.627
C -2.3959 2.5552 0.7565 0.065 -0.151 -0.057 -0.064
O -1.3435 1.6117 1.0331 0.281 0.272 0.257 -0.854
P -1.5246 0.0443 1.0373 -0.338 -0.221 -0.828 2.078
O -0.1867 -0.5848 1.1820 0.231 -0.035 0.622 -1.198
Te -2.7290 -0.6406 -0.9438 0.040 -0.064 0.168 0.011
O -2.5288 -0.2838 2.2239 0.075 -0.063 0.240 -0.838
C -2.0007 -0.2415 3.5786 -0.140 0.140 -0.115 -0.065
C -1.4760 -1.5941 3.9867 0.028 -0.044 0.117 -0.638
H -2.6018 4.6815 0.8168 -0.021 0.016 -0.009 0.215
H -0.9496 4.1171 0.5227 0.008 -0.006 -0.017 0.228
H -1.6447 4.0218 2.1472 0.020 -0.029 0.048 0.208
H -2.6497 2.4607 -0.3016 -0.045 0.053 0.015 0.205
H -3.2681 2.2922 1.3589 -0.050 0.059 -0.014 0.181
H -2.8419 0.0701 4.1976 0.039 -0.017 -0.005 0.193
H -1.2295 0.5319 3.6335 -0.003 -0.057 0.045 0.182
H -2.2567 -2.3485 3.8994 -0.029 -0.009 -0.017 0.217
H -1.1519 -1.5571 5.0277 0.018 -0.014 0.032 0.214
H -0.6312 -1.8852 3.3663 0.017 0.017 -0.047 0.230

---

75
Properties=species:S:1:pos:R:3:forces:R:3:mulliken_charge:R:1 method="wB97M-V/def2-TZVPD" orbital_gap_ev=7.220 e_homo_ev=-5.141 fmax_ev_per_a=0.384 total_charge=-1
N 3.5308 -1.8890 1.8615 0.028 0.102 -0.010 -0.419
C 2.8093 -3.1495 1.6325 -0.013 0.009 0.019 -0.854
C 2.3045 -3.3025 0.1790 0.019 -0.029 -0.028 -0.038
C 2.3169 -2.0412 -0.6949 0.003 0.017 -0.055 -0.643
C 1.1396 -1.0579 -0.5369 0.086 0.118 0.102 -1.195
In -0.1094 -1.0026 1.2861 0.248 -0.215 0.062 0.863
S -1.2068 1.2814 1.3992 -0.262 0.066 -0.151 -0.635
C -1.8650 -2.3641 1.1829 0.255 0.279 -0.066 -0.880
O -2.1911 -2.8687 -0.1322 -0.151 -0.297 -0.030 -0.136
O -1.1722 -3.8025 -0.5248 0.110 0.248 0.124 -0.385
H 2.8941 -1.1264 1.6426 -0.005 -0.011 0.047 0.079
H 3.6996 -1.7936 2.8581 -0.026 -0.043 0.005 0.235
H 1.9671 -3.2555 2.3255 0.004 0.068 -0.019 0.305
H 3.5080 -3.9609 1.8555 -0.053 -0.021 0.015 0.376
H 2.9032 -4.0712 -0.3181 0.031 0.026 0.001 0.538
H 1.2783 -3.6768 0.2030 0.039 -0.058 -0.033 -0.127
H 2.3589 -2.3862 -1.7334 0.006 0.024 0.001 0.405
H 3.2630 -1.5165 -0.5329 -0.016 -0.048 -0.008 0.250
H 1.5104 -0.0344 -0.6524 -0.048 0.000 -0.089 0.410
H 0.4301 -1.2123 -1.3545 -0.053 0.005 0.060 0.393
H 0.7894 -1.1721 2.7989 -0.042 0.049 0.022 -0.398
H -0.2617 1.9979 2.0155 0.142 -0.096 0.066 0.053
H -1.8081 -3.2179 1.8756 -0.132 0.024 -0.006 0.447
H -2.7538 -1.7913 1.4511 -0.019 -0.085 -0.039 0.104
H -1.1246 -4.3928 0.2446 -0.100 -0.033 -0.083 0.305
C -6.2610 -1.2527 4.3875 0.001 0.016 -0.035 -0.452
C -6.0570 -1.6764 2.9441 0.018 0.022 0.057 0.300
O -4.6871 -1.9947 2.9137 -0.046 -0.260 0.009 -0.180
C -4.2945 -2.3547 4.1698 -0.031 0.091 0.012 0.592
O -3.2862 -2.9047 4.4417 -0.001 0.036 -0.016 -0.457
O -5.2575 -2.0068 5.0642 0.011 0.020 0.052 -0.360
F -6.3089 -0.6722 2.0712 0.041 0.064 0.025 -0.276
H -6.0573 -0.1853 4.4879 -0.030 0.012 -0.014 0.292
H -7.2385 -1.4973 4.7916 0.011 -0.052 0.016 0.265
H -6.6362 -2.5495 2.6353 -0.043 0.046 -0.048 0.246
C -4.2541 -3.7609 -2.6264 -0.002 -0.039 0.061 -0.269
C -3.0593 -4.6802 -2.7786 -0.086 -0.001 -0.081 0.472
O -3.1762 -5.1140 -4.1286 0.155 0.123 -0.027 -0.361
C -3.9032 -4.2001 -4.8184 -0.120 -0.036 0.034 0.589
O -4.0337 -4.1890 -5.9981 0.009 -0.010 0.022 -0.523
O -4.4597 -3.3076 -3.9698 -0.041 0.003 -0.029 -0.348
F -3.1387 -5.7689 -1.9730 -0.088 -0.025 -0.028 -0.304
H -5.1271 -4.3340 -2.3068 0.029 0.005 0.068 0.253
H -4.0707 -2.9248 -1.9607 0.044 0.060 -0.063 0.176
H -2.1018 -4.1954 -2.6239 0.136 -0.083 0.094 0.282
C -2.2034 3.9595 -0.9076 0.023 -0.024 -0.129 -0.092
C -1.7246 4.5225 -2.2318 0.079 0.001 0.121 0.555
O -2.3169 5.8184 -2.2513 0.162 0.040 -0.017 -0.336
C -2.5320 6.1988 -0.9668 0.015 0.018 -0.044 0.765
O -2.7913 7.3131 -0.6322 0.018 0.002 -0.024 -0.584
O -2.3892 5.1589 -0.1355 -0.049 -0.040 0.113 -0.300
F -2.1691 3.8151 -3.2983 -0.169 0.040 0.014 -0.309
H -3.1634 3.4569 -1.0330 0.000 -0.007 -0.016 0.242
H -1.5062 3.2917 -0.4091 0.011 0.051 0.075 -0.023
H -0.6455 4.6359 -2.3163 0.015 -0.111 -0.105 0.096
C 1.1529 7.6827 -0.4690 -0.011 0.034 0.061 -0.420
C 1.8482 8.4991 -1.5432 -0.071 -0.062 -0.045 0.318
O 2.3110 7.5073 -2.4360 -0.077 0.058 -0.142 -0.348
C 1.5376 6.3949 -2.2924 0.016 0.119 0.086 0.662
O 1.5274 5.4739 -3.0348 0.044 -0.026 0.010 -0.487
O 0.7660 6.5133 -1.1892 -0.064 -0.165 0.014 -0.270
F 2.9076 9.1948 -1.0608 0.052 -0.060 0.045 -0.291
H 1.8648 7.4099 0.3116 0.005 0.050 0.016 0.268
H 0.2733 8.1525 -0.0398 -0.054 -0.018 -0.068 0.262
H 1.2008 9.1899 -2.0856 0.043 0.073 0.046 0.289
C 6.7047 -1.6171 0.9505 0.041 0.043 0.087 -0.036
C 7.6250 -0.4147 0.8991 -0.029 -0.015 -0.114 0.348
O 8.7234 -0.8855 0.1457 -0.017 0.099 -0.127 -0.323
C 8.3081 -1.9408 -0.6147 0.004 -0.018 0.086 0.667
O 8.9540 -2.4335 -1.4782 0.021 -0.019 0.007 -0.527
O 7.0710 -2.3180 -0.2469 -0.029 -0.054 -0.005 -0.296
F 8.0634 -0.0348 2.1283 0.025 -0.083 0.047 -0.286
H 6.9545 -2.2370 1.8142 0.012 0.041 0.031 0.184
H 5.6399 -1.3937 0.9674 -0.029 -0.107 -0.135 -0.006
H 7.2064 0.4621 0.4019 -0.006 0.049 0.098 0.286